(1)
Below is a molecular structure, C9H36N19O12V at a distorted geometry, with properties calculated with ωB97M-V/def2-TZVPD.

Computed properties:
2S+1: 4
Gap between HOMO and LUMO (alpha / beta) in eV: 6.749 / 8.222
Total charge: +1
Total energy in Eh: -3251.7222

Last column: Löwdin spin population.
CARTESIAN COORDINATES (ANGSTROEM)
V1 26.48 -2.39 10.35  2.795
O1 26.17 -0.22 14.00  0.000
O2 25.56 -0.42 9.11  0.028
O3 27.25 -0.39 11.12  0.021
O4 26.71 -4.95 10.17  0.006
O5 26.59 -2.77 8.24  0.022
O6 30.11 -3.57 8.83  0.003
O7 28.74 0.92 7.21  0.000
O8 26.60 -3.00 12.35  0.027
O9 28.77 -2.76 10.16  0.016
O10 20.67 -6.56 12.14  0.000
O11 24.51 -3.03 10.46  0.028
O12 30.21 -4.09 10.88  0.003
N1 22.31 -2.60 9.87  0.002
N2 28.13 1.23 12.37  0.002
N3 29.72 -3.48 9.94  0.001
N4 27.67 -2.57 14.24  0.002
N5 26.11 -2.27 6.19  0.003
N6 31.00 1.40 7.52  0.000
N7 24.71 0.24 12.35  0.002
N8 24.24 1.08 8.10  0.001
N9 30.30 -0.56 7.78  0.000
N10 26.11 0.94 7.25  0.000
N11 25.95 -4.36 6.68  0.002
N12 26.32 -7.11 10.49  0.000
N13 23.30 -4.18 8.96  0.001
N14 23.96 -0.07 14.18  0.000
N15 28.27 -6.36 10.85  0.000
N16 22.75 -6.25 11.31  0.000
N17 27.81 -4.48 13.45  0.002
N18 21.13 -6.71 9.98  0.000
N19 29.43 0.14 11.13  0.001
C1 26.20 -3.16 7.14  0.007
C2 23.48 -3.26 9.83  0.007
C3 28.17 0.35 11.46  0.004
C4 25.32 0.33 8.14  0.003
C5 27.35 -3.31 13.21  0.006
C6 25.08 -0.01 13.54  0.000
C7 21.52 -6.54 11.19  0.000
C8 29.89 0.64 7.52  0.000
C9 27.11 -6.08 10.44  0.001
H1 31.14 -0.66 8.35  0.000
H2 31.07 2.35 7.17  0.000
H3 26.45 -1.32 6.24  0.000
H4 26.01 -5.22 7.21  0.000
H5 29.61 -0.74 10.67  0.000
H6 27.52 -5.11 12.72  0.000
H7 30.24 0.74 11.21  0.000
H8 23.96 1.65 7.32  0.000
H9 25.44 -6.95 10.02  0.000
H10 22.45 -4.35 8.44  0.000
H11 23.72 0.18 12.13  0.000
H12 23.89 -0.26 15.17  0.000
H13 27.36 1.10 13.01  0.000
H14 25.45 -2.48 5.45  0.001
H15 26.64 -8.01 10.81  0.000
H16 28.80 -5.55 11.15  0.000
H17 24.03 -4.86 8.79  0.000
H18 23.06 0.09 13.74  0.000
H19 23.19 -6.20 12.21  0.000
H20 27.08 0.69 7.13  0.000
H21 21.71 -2.59 9.06  0.000
H22 28.04 -2.96 15.10  0.000
H23 25.78 1.76 6.76  0.000
H24 23.25 -6.06 10.45  0.000
H25 25.82 -4.35 5.68  0.000
H26 20.15 -6.91 9.85  0.000
H27 25.34 0.31 11.56  0.001
H28 28.83 1.93 12.58  0.000
H29 29.65 -1.31 7.95  0.000
H30 31.82 0.85 7.76  0.000
H31 28.51 -7.34 10.93  0.000
H32 28.53 -4.81 14.07  0.000
H33 22.45 -1.89 10.57  0.000
H34 23.56 1.08 8.85  0.000
H35 27.50 -1.58 14.29  0.000
H36 21.73 -6.63 9.17  0.000

(2)
Below is 9 unconnected molecules or ions with the total composition C9H36N6O9 at a distorted geometry, with properties calculated with ωB97M-V/def2-TZVPD.

Computed properties:
SMILES string: NC(N)=O.NC(N)=O.NC(N)=O.CC(C)O.CC(C)O.O.O.O.O
Gap between HOMO and LUMO in eV: 9.778
Total energy in Eh: -1370.1656

Last column: Löwdin charge in e.
CARTESIAN COORDINATES (ANGSTROEM)
O1 -1.89 8.32 1.09  -0.056
O2 -0.84 2.88 0.67  0.056
O3 4.48 1.48 -6.66  0.029
O4 7.78 -0.99 2.55  -0.066
O5 -4.10 -3.76 3.15  0.054
O6 7.15 6.84 1.33  -0.054
O7 2.67 6.32 2.80  -0.056
O8 -8.53 -3.87 -2.20  -0.049
O9 -4.44 2.54 4.37  -0.055
N1 0.43 2.27 -1.11  0.159
N2 3.10 -0.20 -6.71  0.181
N3 5.20 -0.52 -6.42  0.165
N4 -1.07 0.97 -0.42  0.137
N5 -5.58 -5.32 3.85  0.155
N6 -4.11 -5.77 2.34  0.155
C1 -7.69 -3.97 -3.33  -0.502
C2 7.54 -0.22 3.69  -0.490
C3 -8.54 -3.49 -4.51  -0.064
C4 -6.54 -3.01 -3.11  -0.076
C5 4.26 0.28 -6.68  -0.877
C6 -0.48 2.13 -0.19  -0.797
C7 6.19 0.44 3.42  -0.062
C8 -4.52 -4.88 3.18  -0.811
C9 8.76 0.68 4.14  -0.028
H1 -9.48 -4.02 -4.64  0.078
H2 -1.56 0.50 0.33  0.119
H3 1.16 2.95 -0.96  0.125
H4 8.69 0.92 5.20  0.069
H5 -3.30 -5.72 1.74  0.124
H6 -4.47 1.71 4.85  0.027
H7 2.40 7.06 3.35  0.029
H8 -8.03 -3.21 -5.43  0.077
H9 -5.99 -3.00 -4.06  0.074
H10 -4.34 -6.70 2.65  0.102
H11 6.35 1.26 2.72  0.083
H12 7.51 7.38 2.03  0.027
H13 -7.23 -4.94 -3.52  0.133
H14 -0.82 0.44 -1.24  0.098
H15 -2.80 8.61 1.04  0.028
H16 7.20 -1.75 2.64  0.087
H17 -8.12 -4.35 -1.47  0.088
H18 -6.00 -4.66 4.50  0.117
H19 -1.93 7.37 0.97  0.028
H20 -8.86 -2.48 -4.26  0.076
H21 9.67 0.13 3.92  0.071
H22 -6.74 -1.97 -2.85  0.090
H23 -3.59 2.54 3.94  0.027
H24 -5.79 -6.30 3.96  0.105
H25 -5.88 -3.55 -2.43  0.075
H26 0.53 1.47 -1.72  0.104
H27 3.04 -1.19 -6.51  0.120
H28 2.37 0.43 -6.99  0.134
H29 6.02 -0.13 -5.98  0.133
H30 6.33 6.50 1.68  0.026
H31 8.86 1.65 3.65  0.068
H32 5.44 -0.19 2.95  0.071
H33 5.75 0.68 4.39  0.076
H34 7.41 -0.99 4.45  0.121
H35 5.10 -1.48 -6.73  0.115
H36 1.86 5.84 2.62  0.028

(3)
Below is 9 unconnected molecules or ions with the total composition C9H36O9 at a distorted geometry, with properties calculated with ωB97M-V/def2-TZVPD.

Computed properties:
2S+1: 2
Gap between HOMO and LUMO (alpha / beta) in eV: 2.122 / 9.477
Total charge: -1
Total energy in Eh: -1041.4166

Last column: Löwdin spin population.
CARTESIAN COORDINATES (ANGSTROEM)
O1 12.04 7.14 18.02  0.002
O2 10.07 11.83 16.59  0.001
O3 18.73 8.24 22.14  0.009
O4 19.58 10.02 18.72  0.014
O5 17.10 5.71 20.89  0.003
O6 12.90 13.06 22.73  0.095
O7 16.84 10.50 21.94  0.166
O8 15.43 9.31 19.92  0.012
O9 11.86 8.46 20.94  0.038
C1 19.63 8.71 23.23  0.040
C2 16.53 10.01 23.25  0.124
C3 14.47 10.26 19.57  0.022
C4 10.72 11.51 17.79  0.006
C5 12.49 13.42 21.42  0.090
C6 18.27 9.62 18.86  0.020
C7 10.67 7.30 17.76  0.003
C8 16.32 6.22 19.83  0.003
C9 12.58 7.35 21.47  0.021
H1 15.58 6.84 20.33  0.001
H2 20.65 8.48 22.92  0.002
H3 13.46 7.51 22.10  0.007
H4 13.01 6.73 20.69  0.001
H5 10.14 7.40 18.70  0.001
H6 19.41 9.76 23.41  0.020
H7 17.86 9.46 17.87  0.001
H8 12.82 12.63 20.75  0.006
H9 10.66 12.33 18.50  0.002
H10 19.33 8.34 24.21  0.005
H11 12.19 7.40 18.93  0.001
H12 16.49 8.92 23.33  0.008
H13 17.30 10.24 23.99  0.028
H14 11.63 9.01 21.68  0.019
H15 17.82 10.47 19.39  0.008
H16 16.74 6.89 19.09  0.000
H17 10.64 8.23 17.18  0.000
H18 14.89 11.19 19.21  0.010
H19 19.93 10.30 19.57  0.009
H20 13.91 10.55 20.46  0.011
H21 16.87 11.45 22.11  0.096
H22 15.52 10.23 23.61  0.027
H23 15.82 9.75 20.68  0.007
H24 18.05 8.90 22.01  0.006
H25 11.74 11.17 17.64  0.000
H26 18.06 8.79 19.53  0.002
H27 10.16 6.58 17.13  0.000
H28 17.56 6.46 21.27  0.001
H29 9.17 12.12 16.71  0.000
H30 11.41 13.38 21.27  0.010
H31 11.96 6.69 22.08  0.002
H32 13.75 9.83 18.88  0.001
H33 15.70 5.54 19.25  0.000
H34 12.80 14.41 21.10  0.010
H35 10.22 10.70 18.33  0.002
H36 12.39 13.54 23.38  0.023

(4)
Below is 9 unconnected molecules or ions with the total composition C9H36O9 at a distorted geometry, with properties calculated with ωB97M-V/def2-TZVPD.

Computed properties:
SMILES string: CO.CO.CO.CO.CO.CO.CO.CO.CO
Gap between HOMO and LUMO in eV: 9.560
Total energy in Eh: -1041.4642

Last column: Löwdin charge in e.
CARTESIAN COORDINATES (ANGSTROEM)
O1 4.15 0.86 0.24  -0.141
O2 -1.81 -0.62 -2.63  -0.124
O3 -0.69 1.31 3.47  -0.118
O4 -1.06 4.24 -2.34  -0.130
O5 -1.62 -3.99 2.74  -0.135
O6 -0.91 -0.15 1.04  -0.109
O7 -2.84 -2.37 0.62  -0.145
O8 0.70 -0.53 -4.05  -0.098
O9 3.66 3.63 1.12  -0.141
C1 -1.66 -2.00 -2.37  -0.144
C2 1.72 -1.00 -3.26  -0.195
C3 2.72 4.05 0.10  -0.142
C4 -4.02 -2.02 1.30  -0.131
C5 -1.00 2.67 3.20  -0.171
C6 -0.19 3.11 -2.36  -0.131
C7 3.79 0.01 1.35  -0.112
C8 -1.11 -5.27 2.39  -0.152
C9 0.17 0.08 0.17  -0.144
H1 -1.39 -0.90 0.69  0.045
H2 -2.74 -0.39 -2.63  0.098
H3 -1.63 -3.43 1.96  0.030
H4 -1.93 2.93 3.70  0.068
H5 0.77 -0.81 -0.02  0.076
H6 -0.66 0.80 2.66  0.016
H7 -2.68 -2.39 -2.30  0.083
H8 2.17 -0.23 -2.64  0.065
H9 3.91 2.72 0.95  0.016
H10 -0.14 -5.11 1.92  0.076
H11 -0.11 -0.39 -3.57  0.029
H12 -1.13 -2.22 -1.45  0.070
H13 2.62 -1.41 -3.72  0.082
H14 -3.06 -3.07 -0.01  0.087
H15 -0.53 5.04 -2.38  0.069
H16 4.44 0.38 -0.54  0.081
H17 3.22 3.85 -0.84  0.077
H18 -0.22 0.32 -0.82  0.051
H19 0.34 3.11 -3.31  0.085
H20 0.73 0.96 0.47  0.087
H21 -0.28 3.37 3.62  0.068
H22 -0.71 2.19 -2.09  0.064
H23 -3.88 -1.33 2.13  0.097
H24 -1.84 -5.75 1.73  0.070
H25 2.48 5.10 0.28  0.082
H26 4.63 -0.64 1.56  0.078
H27 -4.62 -2.87 1.60  0.088
H28 -1.08 2.99 2.16  0.072
H29 -1.18 -2.48 -3.22  0.090
H30 -4.69 -1.44 0.66  0.077
H31 2.90 -0.58 1.15  0.058
H32 1.84 3.41 0.16  0.046
H33 1.31 -1.73 -2.55  0.066
H34 3.59 0.59 2.25  0.089
H35 0.54 3.31 -1.57  0.048
H36 -1.02 -5.90 3.27  0.078

(5)
Below is 9 unconnected molecules or ions with the total composition C9H36O9 at a distorted geometry, with properties calculated with ωB97M-V/def2-TZVPD.

Computed properties:
SMILES string: CO.CO.CO.CO.CO.CO.CO.CO.CO
Gap between HOMO and LUMO in eV: 10.167
Total energy in Eh: -1041.4394

Last column: Löwdin charge in e.
CARTESIAN COORDINATES (ANGSTROEM)
O1 -0.50 3.20 -2.22  -0.119
O2 -0.28 -3.76 -2.14  -0.127
O3 -0.37 -1.08 4.57  -0.111
O4 1.13 -1.41 -1.31  -0.107
O5 -3.88 -4.23 1.00  -0.109
O6 -1.19 2.34 0.57  -0.157
O7 3.46 1.75 3.98  -0.106
O8 3.71 0.34 -2.63  -0.132
O9 -3.12 -0.07 0.91  -0.116
C1 -1.87 3.47 1.20  -0.099
C2 -3.47 -0.25 -0.43  -0.169
C3 0.84 -4.53 -1.79  -0.176
C4 4.93 0.79 -3.19  -0.155
C5 -0.03 -0.31 3.41  -0.155
C6 -2.76 -3.99 0.25  -0.207
C7 2.76 1.97 2.77  -0.178
C8 -0.70 4.44 -2.63  -0.231
C9 0.60 -0.51 -0.38  -0.140
H1 -2.14 -3.14 0.52  0.074
H2 4.61 1.17 -4.16  0.079
H3 0.95 -4.87 -0.76  0.071
H4 3.27 1.19 -2.51  0.074
H5 1.86 2.58 2.75  0.079
H6 0.76 -5.39 -2.46  0.078
H7 0.48 -1.23 4.99  0.068
H8 5.48 -0.13 -3.40  0.084
H9 3.40 2.45 2.03  0.071
H10 1.27 -0.11 0.38  0.073
H11 1.91 -1.00 -1.69  0.067
H12 -3.44 0.70 -0.97  0.078
H13 -4.27 -5.04 0.64  0.082
H14 -1.79 1.59 0.47  0.030
H15 -3.06 -3.95 -0.80  0.078
H16 -1.73 4.67 -2.36  0.082
H17 -2.80 -0.96 -0.91  0.073
H18 -2.21 3.25 2.22  0.076
H19 5.45 1.56 -2.62  0.083
H20 -4.47 -0.61 -0.66  0.088
H21 -1.30 4.40 1.30  0.079
H22 -0.73 -0.41 2.59  0.064
H23 -3.84 -0.43 1.44  0.094
H24 -2.71 3.68 0.54  0.077
H25 -2.13 -4.88 0.27  0.077
H26 -0.70 2.90 -1.33  0.042
H27 3.85 0.88 3.97  0.075
H28 -0.48 4.49 -3.70  0.086
H29 0.05 0.30 -0.86  0.076
H30 -0.07 -2.86 -1.89  0.029
H31 1.77 -3.98 -1.96  0.068
H32 2.54 1.02 2.28  0.053
H33 0.20 0.73 3.65  0.071
H34 -0.13 -1.09 0.18  0.072
H35 0.00 5.09 -2.12  0.077
H36 0.91 -0.71 3.02  0.064

(6)
Below is 9 unconnected molecules or ions with the total composition C9H36O9 at a distorted geometry, with properties calculated with ωB97M-V/def2-TZVPD.

Computed properties:
2S+1: 2
Gap between HOMO and LUMO (alpha / beta) in eV: 10.144 / 2.505
Total charge: +1
Total energy in Eh: -1041.0742

Last column: Löwdin spin population.
CARTESIAN COORDINATES (ANGSTROEM)
O1 -2.53 -2.61 0.51  0.258
O2 -1.76 4.47 2.51  0.001
O3 1.25 0.90 0.02  0.439
O4 0.98 0.62 -5.32  0.009
O5 1.71 -0.03 2.69  -0.001
O6 6.20 0.80 0.62  0.005
O7 -2.93 -1.37 -4.58  0.012
O8 1.97 -3.60 -1.50  0.044
O9 -3.08 -0.58 2.19  0.005
C1 -2.51 -2.27 -0.91  0.039
C2 -2.06 -0.42 3.13  0.000
C3 -2.78 3.63 2.90  0.000
C4 1.43 0.57 3.96  0.000
C5 -0.19 1.05 -0.19  0.060
C6 -2.39 -0.09 -4.23  0.003
C7 1.51 0.83 -4.02  0.002
C8 1.74 -2.52 -0.60  0.015
C9 4.91 0.24 0.35  0.001
H1 -2.22 -1.23 -1.05  0.008
H2 -3.20 0.61 -4.44  0.001
H3 2.46 -2.63 0.21  0.000
H4 2.39 0.21 -3.84  0.001
H5 -1.09 -0.13 2.71  0.000
H6 -0.36 1.24 -1.25  0.000
H7 -2.80 2.88 2.11  0.000
H8 2.08 -0.90 2.81  0.000
H9 2.21 0.53 4.71  0.000
H10 -2.07 4.77 1.65  0.000
H11 4.45 0.96 -0.33  0.000
H12 -2.44 0.22 3.92  0.000
H13 -1.47 0.13 -4.77  0.000
H14 2.12 -4.34 -0.92  0.000
H15 1.02 -0.34 -5.40  0.000
H16 1.97 -1.52 -0.97  0.005
H17 -1.81 -2.88 -1.48  0.003
H18 -3.75 -1.45 -4.09  0.000
H19 -3.74 4.13 3.02  0.000
H20 1.45 0.57 0.90  0.004
H21 6.84 0.38 0.05  0.000
H22 -2.12 0.01 -3.18  0.001
H23 -3.46 -2.60 -1.35  0.023
H24 0.73 -2.44 -0.19  0.004
H25 1.82 1.87 -3.89  0.000
H26 1.17 1.61 3.77  0.000
H27 -3.68 -1.21 2.60  0.000
H28 -0.71 0.13 0.04  0.022
H29 -2.53 3.12 3.83  0.000
H30 -2.93 -1.87 0.97  0.003
H31 5.06 -0.75 -0.08  0.000
H32 4.31 0.14 1.25  0.000
H33 -1.83 -1.35 3.66  0.000
H34 0.55 0.12 4.43  0.000
H35 0.72 0.51 -3.33  0.001
H36 -0.58 1.89 0.39  0.032

Energy relative to the best compared isomer or geometry (same formula, charge and spin) for every record listed, in sequence, given in kcal per mole: 31.66; 49.40; 37.38; 129.65; 145.19; 96.57.